ORCA calculation (the ωB97M-V functional and the def2-TZVPD basis) on the ion C11H20N5 with charge +1 at a distorted geometry.

Computed properties:
- Net charge: +1
- SMILES string: C1=CN([C@]2(N3CCC=[NH+]3)CNCCN2)CC1
- Lowest unoccupied orbital energy: -0.1199 Ha
- Energy relative to the best compared isomer or geometry (same formula, charge and spin): 30.2 kJ/mol
- Total energy: -704.54133 a.u.
- HOMO level: -11.1 eV
- HOMO-LUMO gap: 7.80 eV

Geometry (Å):
C (2.696, 0.510, 2.053)
C (1.466, 0.684, 1.654)
C (-0.565, 2.249, -1.970)
C (3.094, -0.931, 1.848)
C (0.831, 1.789, -2.494)
C (1.879, -1.467, 1.022)
C (1.190, 0.773, -1.463)
C (-1.817, -1.200, -1.105)
C (-3.001, -0.731, -0.300)
C (-1.452, 0.208, 1.282)
C (-0.269, -0.216, 0.468)
N (-0.918, 1.665, -0.874)
N (-0.700, -1.445, -0.196)
N (0.814, -0.488, 1.345)
N (0.066, 0.826, -0.476)
N (-2.588, 0.458, 0.426)
H (3.478, 1.097, 2.459)
H (0.895, 1.559, 1.652)
H (-1.008, 3.081, -2.530)
H (4.007, -1.162, 1.284)
H (2.944, -1.393, 2.852)
H (0.715, 1.539, -3.610)
H (1.423, 2.614, -2.255)
H (2.091, -1.383, -0.060)
H (1.654, -2.419, 1.385)
H (1.143, -0.239, -1.816)
H (2.203, 0.945, -0.797)
H (-2.205, -2.067, -1.612)
H (-1.417, -0.492, -1.907)
H (-3.710, -0.385, -0.991)
H (-3.144, -1.572, 0.349)
H (-1.534, -0.569, 2.095)
H (-1.135, 1.138, 1.774)
H (-1.137, -2.052, 0.518)
H (-1.909, 1.453, -0.418)
H (-3.387, 0.562, 1.044)

Forces on the atoms, in the same order (eV/Å):
2.2 -1.0 -0.8
0.5 0.7 1.6
0.8 0.3 -0.9
-2.1 -0.7 0.2
-2.8 0.1 -0.2
0.8 2.0 -0.6
1.4 -1.3 2.8
0.9 1.1 -1.2
2.6 0.7 -1.2
1.2 0.9 1.9
-0.9 -1.6 -0.7
1.4 1.3 -2.9
-0.1 -1.5 -0.5
-0.1 -0.8 -0.4
0.3 -0.1 0.4
-1.9 -0.4 1.7
-0.1 1.3 0.2
-0.5 1.3 0.3
-0.7 -0.5 0.8
0.0 0.2 0.9
1.1 -0.2 -0.6
0.7 0.2 1.8
1.3 1.7 -0.8
0.0 -0.7 0.4
-0.7 -1.7 -0.2
0.6 -0.6 -0.4
-2.4 -0.3 -2.1
0.7 -0.7 -0.3
-1.0 -0.8 0.9
-1.9 -0.3 -0.5
-1.3 -0.3 0.5
-0.4 0.7 -0.9
-0.6 0.0 0.2
1.1 0.1 -0.1
-0.2 0.1 0.5
0.1 1.1 0.1